# 1
Density functional theory data (the ωB97M-V functional and the def2-TZVPD basis) for a cluster of 6 separate species, C9H30O8 in total.

Values from the calculation:
**ΔE to the lowest compared entry with this formula, charge and spin**: 0.00 kcal/mol

```
! wB97M-V def2-TZVPD RIJCOSX def2/J DEFGRID3
* xyz 0 1
O -22.54007 -11.40377 -4.33470
O -23.00875 -10.25894 -0.23862
O -23.08076 -8.61402 -4.57052
O -18.32615 -9.57709 1.67125
O -20.73647 -8.57565 -0.79827
O -18.56770 -9.15968 -2.64217
O -21.32248 -12.69832 0.55675
O -23.12427 -12.86883 2.59004
C -21.68965 -10.38776 -3.84096
C -20.38304 -12.23286 -0.40129
C -21.81226 -9.19308 -4.73759
C -22.84488 -12.36639 -3.35666
C -23.34149 -7.59824 -5.50301
C -24.24213 -9.77276 -0.74904
C -21.82792 -13.40693 2.75478
C -20.79488 -12.76327 1.86063
C -23.23498 -11.55059 3.08132
H -23.09555 -7.91364 -6.52673
H -20.52402 -11.76204 2.22525
H -22.59960 -10.84642 2.53310
H -17.83857 -9.71081 2.48800
H -20.26487 -8.77766 0.01673
H -21.91822 -14.46666 2.51411
H -24.90428 -10.58004 -1.06262
H -21.98507 -13.03317 -3.22001
H -24.04694 -9.09475 -1.57929
H -21.01379 -8.46849 -4.51147
H -19.80765 -11.40181 0.01179
H -24.77669 -9.20356 0.02108
H -21.00497 -11.84962 -1.20883
H -19.28884 -8.95978 -2.02831
H -21.51183 -13.33096 3.80485
H -19.75845 -13.03855 -0.79475
H -23.71096 -12.92022 -3.71540
H -21.96122 -10.10924 -2.81504
H -21.62700 -8.92439 -0.66351
H -20.64928 -10.74115 -3.83846
H -18.75027 -8.61711 -3.41244
H -22.76713 -6.69003 -5.27903
H -23.11320 -11.91329 -2.39589
H -21.64857 -9.53365 -5.77088
H -24.26077 -11.22662 2.90561
H -18.42444 -10.45973 1.30377
H -24.40764 -7.37943 -5.48867
H -23.02257 -11.52704 4.15468
H -19.89333 -13.39398 1.86552
H -23.05691 -11.19706 -0.02204
*
```

# 2
Density functional theory data (the ωB97M-V functional and the def2-TZVPD basis) for a cluster of 3 separate species, C6H6 in total.

Values from the calculation:
**ΔE to the lowest compared entry with this formula, charge and spin**: 206.69 kcal/mol

```
! wB97M-V def2-TZVPD RIJCOSX def2/J DEFGRID3
* xyz 0 1
C 0.98464 1.48120 -0.08354
C -1.77642 0.11387 0.07052
C 0.79086 -1.59459 0.01692
C -0.20885 1.76388 -0.06740
C -1.42275 -1.06042 0.09394
C 1.63193 -0.70289 -0.03060
H -2.50949 0.89084 0.08128
H -1.60123 -2.11211 0.13979
H -1.03220 2.44340 -0.08085
H 2.02339 1.72846 -0.11769
H 0.48735 -2.61843 0.04812
H 2.63278 -0.33321 -0.07048
*
```

# 3
Density functional theory data (the ωB97M-V functional and the def2-TZVPD basis) for a cluster of 3 separate species, C35H62BCl2N4O5 in total.

```
! wB97M-V def2-TZVPD RIJCOSX def2/J DEFGRID3
* xyz 1 1
Cl -0.05939 2.32581 2.37274
Cl -0.23214 -0.45554 3.86620
O 3.54828 2.98005 -1.03024
O -4.14721 -3.78619 0.16692
O -3.85122 -3.95294 -5.84437
O -3.82545 -4.91272 -3.84832
O -5.30975 -3.37614 -1.69747
N 1.29045 0.12671 -1.23788
N 2.48091 -1.44254 0.01292
N 0.44303 -2.01647 -0.99690
N 0.54211 2.45951 -5.52115
C -4.63902 -2.99626 -0.58518
C 2.87882 1.43146 3.38656
C -0.61773 4.74180 5.35547
C -1.78447 -0.44888 1.68680
C 4.29217 3.60478 3.44528
C -1.73667 -2.51326 -3.99479
C -0.75864 -2.54249 -3.08297
C 3.48895 2.57790 4.24666
C 1.90453 0.77066 1.08518
C 2.37931 3.20072 5.13519
C -4.37828 -4.69329 -5.06179
C 3.95789 -3.04418 1.10721
C 0.36896 0.84403 1.46492
C -0.50344 6.15295 3.25230
C 2.43595 4.72041 5.39133
C -5.68609 -1.06083 -1.49628
C 4.01719 -3.91569 2.11722
C 1.39083 -1.13924 -0.75355
C -4.59651 -1.47891 -0.51446
C 2.79589 1.73753 1.88241
C 1.97701 1.15475 -0.41305
C 0.97616 1.59044 -3.25699
C 0.25073 5.47453 4.36877
C -5.67677 -2.22441 -2.48053
C 1.58230 5.51083 4.42519
C 2.74408 -2.87354 0.22695
C -5.96238 -5.87362 -3.74269
C 2.51445 -0.63206 1.26762
C -5.65040 -5.50665 -5.19715
C -4.57620 -5.89220 -3.11180
C -0.30942 -0.39200 2.08213
C 1.47856 0.25397 -2.69625
C 4.66789 0.68510 -1.15136
C 0.14994 1.43702 -4.54719
C -0.77397 -1.78577 -1.77623
B 3.44021 1.63163 -0.87591
H 2.07671 6.15458 3.70033
H 1.39234 2.96798 4.73721
H -6.42865 -4.91611 -5.67278
H -2.23556 -1.60908 -4.33632
H 2.02841 4.89042 6.39146
H -2.06683 -3.44219 -4.44176
H -0.17727 1.00602 0.53826
H 2.89330 -3.33580 -0.75667
H -5.51612 -0.09865 -1.97405
H 3.56273 -0.53002 1.53631
H -4.58004 -5.61058 -2.06438
H -0.90150 -0.70914 -1.91859
H 4.92662 4.20190 4.09729
H 0.34353 2.03989 -2.48696
H -0.05992 4.28973 6.17159
H 2.42637 2.70766 6.11033
H -6.50056 -6.80968 -3.61558
H 1.90854 -3.39383 0.71335
H 0.06763 6.95880 2.79625
H -1.45792 6.53381 3.62262
H 0.12942 3.35040 -5.27667
H 1.34738 2.04844 -0.49639
H -1.40071 5.39659 5.74105
H 2.06317 -1.20445 2.07981
H 2.50239 0.02629 -3.00788
H -0.76766 5.40754 2.49537
H -0.90387 1.58258 -4.27809
H 4.92047 3.14609 2.68028
H -6.64943 -2.40883 -2.93062
H 4.43154 -3.66834 3.08782
H 1.89617 1.19803 3.78877
H 0.26754 0.45123 -4.99707
H 0.55149 -2.95214 -0.63262
H 4.83233 -2.43927 0.87563
H 0.87977 -0.52402 -3.17545
H -2.34987 0.32420 2.20289
H 4.47079 -0.01635 -1.96499
H 0.13064 -3.14192 -3.27625
H 4.46025 3.28074 -0.94096
H -6.64664 -1.01678 -0.98256
H 3.63323 4.31425 2.93751
H -6.55532 -5.07823 -3.29016
H 4.19732 2.09521 4.92346
H 1.79366 2.29204 -3.42039
H -4.07488 -6.85636 -3.22017
H 3.50312 0.54120 3.51164
H -4.77111 -1.14397 0.50465
H -1.60597 -2.13967 -1.16890
H 3.60301 -4.91606 2.00833
H 5.55952 1.25043 -1.43448
H -2.19378 -1.43261 1.91505
H -5.43304 -6.38102 -5.81295
H 2.51373 2.77101 1.68819
H 0.23894 2.21256 -6.45373
H -1.88278 -0.29610 0.60831
H 4.93591 0.09249 -0.27240
H -4.93585 -2.10139 -3.27431
H -1.13558 3.92034 4.84378
H 3.82559 1.61708 1.52859
H -3.60849 -1.14922 -0.84243
H 0.15123 -1.31145 1.72926
H 3.45309 5.10692 5.41971
*
```

# 4
Density functional theory data (the ωB97M-V functional and the def2-TZVPD basis) for a cluster of 8 separate species, C21H49ClN7O7 in total.

Values from the calculation:
**ΔE to the lowest compared entry with this formula, charge and spin**: 18.33 kcal/mol

```
! wB97M-V def2-TZVPD RIJCOSX def2/J DEFGRID3
* xyz -1 1
Cl 0.26674 -0.29550 0.43801
O 2.63344 3.31097 4.10321
O -4.16020 -0.95570 -3.09002
O 3.90215 0.05981 -2.55317
O -2.68990 -4.73092 2.13214
O -1.86428 3.05572 -1.18335
O -4.48691 1.09553 2.45972
O 4.91026 -1.50832 3.23695
N -1.71317 -2.72292 1.71534
N -3.91910 1.75241 0.36646
N 0.25020 2.43210 -1.68358
N -2.18241 -0.72594 -2.13060
N 1.22103 1.86504 3.06986
N 3.56438 -0.90506 1.45442
N 2.30724 -1.42418 -2.35793
C 0.42458 1.56486 4.29276
C -0.87788 4.04673 -3.10626
C -1.94508 -3.98094 1.45875
C -1.17250 -4.56414 0.24083
C -3.66810 1.56182 1.67629
C 3.03058 2.91137 1.81493
C -0.87214 3.13871 -1.90800
C 1.36724 2.33289 -2.49832
C -4.01094 -1.56530 -0.79797
C 4.56267 -0.84498 0.43156
C -2.29633 1.93102 2.18507
C 1.60561 -2.65584 -2.69914
C 3.90119 -1.54033 -4.35565
C -1.32488 -0.26570 -3.27740
C 2.26681 2.65853 3.09981
C 3.35245 -0.92992 -3.01503
C -3.46620 -1.03860 -2.08323
C 2.63767 -1.06940 3.70417
C -5.24090 1.59314 -0.17588
C 3.81674 -1.19472 2.76764
C -2.34347 -1.96739 2.77838
H -6.04447 1.17386 0.42958
H -1.01142 -2.25165 1.16256
H -1.61478 0.69488 -3.70326
H -3.01787 -1.19545 2.40773
H -5.55860 2.58591 -0.49458
H -0.95252 -5.58432 0.55540
H 0.52925 -2.49037 -2.65269
H 1.82269 -3.11761 -3.66234
H -1.60110 -0.75701 -1.30524
H 2.25904 2.73489 1.06548
H 1.09276 1.31846 2.23028
H 2.65533 -0.59577 1.14126
H 0.08599 4.54150 -3.22565
H 1.81297 -3.46424 -1.99800
H -3.95086 -2.65048 -0.71501
H -1.27779 -1.03108 -4.05204
H 4.34199 -1.55131 -0.36876
H -1.01158 3.48224 -4.02906
H 2.83915 -0.26099 4.40700
H -3.13425 1.99226 -0.22226
H 3.47806 3.90379 1.86935
H 1.78168 3.26877 -2.87309
H -5.06541 -1.31657 -0.67828
H 1.23390 1.64118 -3.33010
H -0.37526 2.30104 4.37263
H -2.83384 -2.63990 3.48220
H -0.01589 0.56785 4.29988
H 0.22138 1.72860 -0.95946
H -1.51127 -1.45749 3.26372
H 1.04114 1.64961 5.18762
H -3.54586 -1.12283 0.08295
H -0.25344 -4.00583 0.06271
H -2.38562 2.28624 3.21168
H -5.02488 1.04752 -1.09444
H 4.65169 0.19819 0.12829
H 2.12114 1.82498 -1.89684
H -0.27400 -0.22741 -2.99055
H 1.93082 -0.93300 -1.55972
H -1.53725 1.15653 2.07522
H 3.14118 -1.47141 -5.13395
H 4.07307 -2.60629 -4.20634
H -1.88599 2.76259 1.61216
H -1.62313 4.83888 -3.03423
H -1.81723 -4.59614 -0.63746
H 3.80711 2.14702 1.78590
H 2.53916 -1.99909 4.26460
H 5.56569 -1.13020 0.74891
H 4.77305 -0.96131 -4.66008
H 1.73943 -0.85389 3.12552
*
```

| no. | HOMO level (eV) | Kohn-Sham gap (Ha) |
| --- | --- | --- |
| 1 | -9.58 | 0.369 |
| 2 | -9.10 | 0.371 |
| 3 | -10.32 | 0.291 |
| 4 | -6.83 | 0.332 |